Molecular formula: C9H14O
Method: DFT, ωB97M-V/def2-TZVPD

Cartesian coordinates (Å):
1 C 1.20561 1.51312 -1.11066
2 C 1.09066 0.39770 -1.89737
3 H 1.24957 -3.01511 1.06253
4 H 0.97668 -1.49284 2.86032
5 H -1.87284 1.73754 1.80917
6 C 0.75468 -2.08322 0.82111
7 H 0.48609 2.61958 0.53810
8 H -0.60916 -1.90714 2.43695
9 C -0.08116 -0.35255 -1.72398
10 C -0.96849 1.17496 -0.10287
11 H 2.28933 -0.84796 -2.63783
12 C 0.21754 1.87094 -0.19607
13 H -0.16259 -1.37003 -2.10993
14 H -0.01864 -0.31136 1.85296
15 C -1.12555 0.01738 -0.90321
16 O 2.00435 0.03152 -2.85835
17 H -2.26128 2.72616 0.41896
18 C -2.12477 1.69754 0.75165
19 H 1.52795 -1.42451 0.38503
20 H -2.02363 -0.56625 -1.03239
21 H -2.91949 0.95937 0.67520
22 H 2.08242 2.15626 -1.13137
23 H 0.02671 -2.19709 0.02950
24 C 0.25597 -1.33401 2.06256

Properties
HOMO-LUMO gap in eV: 9.57
Energy above the lowest of the compared OMol25 structures with the same formula, charge and spin in kJ/mol: 83.5
HOMO in eV: -8.69
SMILES: Cc1ccc(O)cc1.CC


Molecular formula: CH6N2O
Method: DFT, ωB97M-V/def2-TZVPD

Cartesian coordinates (Å):
1 N 1.44949 -0.31589 -0.11362
2 N 0.32712 0.00093 -0.93002
3 H -0.70662 -1.44023 0.74696
4 C -1.01200 0.38548 -0.03520
5 H 0.65782 0.82396 -1.43158
6 H 1.38707 -1.16072 0.52295
7 H -1.83324 0.68010 -0.82191
8 H 1.77026 0.40718 0.55591
9 H -0.71580 1.29180 0.69019
10 O -1.32409 -0.67260 0.81631

Properties
HOMO-LUMO gap in eV: 9.91
Energy above the lowest of the compared OMol25 structures with the same formula, charge and spin in kJ/mol: 278.6
HOMO in eV: -8.99
SMILES: NNCO


Molecular formula: C2H3F2OP
Method: DFT, ωB97M-V/def2-TZVPD

Cartesian coordinates (Å):
1 F -1.66112 -1.05555 1.07359
2 C -1.19018 -0.59792 -0.10280
3 H -0.32480 1.24420 0.98164
4 F -1.77054 -1.26111 -1.12196
5 H -0.19701 1.26443 -1.18282
6 H 0.42591 -2.25681 0.37702
7 C 0.66086 -1.24162 -0.06039
8 O 1.57243 -0.57507 -0.38624
9 P -1.10108 1.22798 -0.18125

Properties
HOMO-LUMO gap in eV: 9.42
Energy above the lowest of the compared OMol25 structures with the same formula, charge and spin in kJ/mol: 460.7
HOMO in eV: -8.79


Molecular formula: C24H40N2ORuS3Sb2
Method: DFT, ωB97M-V/def2-TZVPD

Cartesian coordinates (Å):
1 C 3.61868 0.28173 -0.01409
2 N 3.33609 1.67691 0.34001
3 H -0.58344 4.07405 1.25543
4 H 1.57003 3.62913 2.06623
5 C -3.31262 -1.99182 -1.45601
6 C -3.14451 2.02678 0.80482
7 H 3.65641 -0.84237 -4.17990
8 C -1.69455 3.27029 -0.47500
9 C 2.20827 1.52994 -2.50130
10 H -3.99753 1.43144 1.09656
11 H -0.46610 -2.41211 -3.17471
12 C 3.05562 4.47710 0.78518
13 Sb -1.65727 -0.78365 1.99816
14 H 0.80002 -1.56671 -2.24708
15 H -0.67275 -0.77086 4.49795
16 C 4.77161 -0.28385 0.80113
17 C -2.96375 -4.43372 -1.01749
18 C -3.20284 -3.15803 -0.50652
19 C -3.57575 -1.65853 1.49040
20 H 4.23681 4.88381 2.55913
21 H 4.92343 5.51363 1.05474
22 H 4.52720 0.36551 -3.18982
23 C -2.08691 0.13284 -3.45937
24 H -1.25501 3.80631 -1.29656
25 H -2.27130 2.57771 2.73833
26 H 3.93234 2.37044 -0.09060
27 N 2.24690 3.39910 1.36268
28 H -2.75107 -6.53260 -0.62241
29 S 3.29031 2.78024 -2.49774
30 C -2.93074 -5.55239 -0.19670
31 H -3.39193 -2.34011 -2.48786
32 Sb -1.61340 -0.64688 -1.54558
33 C 3.67104 0.18565 -3.83394
34 C -3.39254 -3.01054 0.87050
35 H 2.46192 5.38501 0.85003
36 H -4.18470 -1.36795 -1.23990
37 C -3.14923 -5.40707 1.16447
38 H -3.00374 0.71998 -3.42461
39 C -1.31588 3.38442 0.87200
40 H 2.71519 -0.29317 0.14632
41 C -0.33360 -2.39636 1.55520
42 H -0.12601 -2.90406 -1.49926
43 H 4.90910 -1.34091 0.56201
44 Ru -0.64737 1.18850 0.27915
45 H -2.82584 -4.55087 -2.08843
46 C 2.35653 2.10506 1.09941
47 C -0.16625 -2.06083 -2.18705
48 H 0.14275 -2.23356 0.59361
49 S 0.58232 1.60419 -1.85081
50 H -0.87828 -3.34028 1.54919
51 H -3.55203 -4.02446 2.75330
52 H 3.71515 0.87579 -4.67158
53 H -4.08745 -0.94852 0.84304
54 H 3.19870 4.26853 -0.27495
55 H 3.85392 0.25470 -1.07620
56 C -2.80466 2.41669 -0.53045
57 H -2.22257 -0.71961 -4.12514
58 C 4.38995 4.67175 1.49895
59 H -4.11403 -1.71997 2.43720
60 H -1.26501 0.75383 -3.80324
61 H 0.43082 -2.41728 2.33130
62 O 2.43978 0.36222 -3.10345
63 H 4.56956 -0.19469 1.87046
64 C -1.62375 -1.12282 4.10008
65 H -3.36532 2.18034 -1.42412
66 S 1.20988 1.01081 1.85691
67 H -2.43949 -0.59579 4.59519
68 C -3.37254 -4.14159 1.68637
69 H -3.14810 -6.27263 1.81575
70 H -1.71997 -2.19863 4.25276
71 C -2.24037 2.61842 1.66109
72 H 5.70572 0.23764 0.57723
73 H 5.02415 3.78471 1.41955

Properties
HOMO-LUMO gap (spin up / spin down) in eV: 5.98 / 6.52
2S+1: 2
Charge: +1
Energy above the lowest of the compared OMol25 structures with the same formula, charge and spin in kJ/mol: 111.8
HOMO (spin up / spin down) in eV: -9.72 / -9.96


Molecular formula: C13H26ClF4NO2Ta
Method: DFT, ωB97M-V/def2-TZVPD

Cartesian coordinates (Å):
1 H 3.28053 0.18799 -1.55214
2 H -0.09621 -2.06036 -2.79484
3 H 0.96595 -2.12036 -1.32081
4 H -0.44872 2.35201 -2.98259
5 H -2.67039 2.04544 -0.55063
6 C -0.09177 -1.74103 -1.63029
7 H 2.57867 0.83095 1.56359
8 H -2.38942 -2.22770 -1.29794
9 H -0.14039 -3.01274 0.95223
10 C -2.58446 0.20304 1.50265
11 H -0.83264 4.13113 1.41630
12 O -2.28501 -3.02534 1.32727
13 C 3.50219 0.53693 -0.45729
14 C -1.12994 -3.31875 0.41292
15 C -0.41018 -0.18394 -1.65403
16 H -2.09105 -4.78996 2.63734
17 H -0.02130 0.23164 -2.71054
18 F -0.47104 -0.84158 2.25366
19 H 3.73808 1.70472 -0.37311
20 H 4.85136 -0.44997 1.24821
21 C 1.33470 2.50891 -1.79140
22 H 1.82184 3.52236 -1.40706
23 H -1.37292 -3.71321 -1.79884
24 H 2.11881 1.83444 -2.39004
25 C -1.67406 2.64858 -0.44667
26 C -1.93444 -3.62282 2.65902
27 N 0.40926 2.94435 -2.94972
28 C 2.22712 0.27877 0.55813
29 H -1.10674 -4.51286 0.36983
30 H -2.63454 -3.07706 3.45186
31 F -0.85233 1.41292 2.79844
32 H -0.82600 -3.32848 2.99233
33 H 0.76119 2.69764 1.03830
34 C -0.99310 0.39109 1.68596
35 H -1.62333 3.31571 -1.42102
36 C -1.33042 -2.74294 -1.09986
37 F -3.42593 1.39976 1.88258
38 H -2.90447 -0.60465 2.32755
39 F -3.09251 -0.33390 0.23632
40 C 4.83857 -0.30260 0.08621
41 O -2.97499 4.31618 0.96814
42 Ta 0.22869 1.33749 -0.08917
43 C -1.74718 3.79950 0.77019
44 Cl 2.21515 -1.46921 0.97869
45 H 4.88025 -1.34377 -0.46405
46 H 0.19622 3.96363 -2.87649
47 H -1.59529 -0.07172 -1.78736
48 H 5.80223 0.29979 -0.27181

Properties
HOMO-LUMO gap in eV: 7.13
Charge: -1
HOMO in eV: -5.09


Molecular formula: C47H50CsN4OS3SiTe
Method: DFT, ωB97M-V/def2-TZVPD

Cartesian coordinates (Å):
1 C -0.01614 -3.12046 -3.84156
2 S 0.57042 2.93801 3.39177
3 H -1.11021 0.48667 3.83418
4 H 3.55818 -8.36093 3.10055
5 C 1.21889 -5.62478 0.43022
6 N 2.56620 4.76096 -0.82550
7 H 3.76009 -4.06130 -0.97171
8 C 3.53833 2.76997 3.13213
9 H 3.66232 3.36026 2.22071
10 C 1.06271 -2.88161 -1.68579
11 C -4.10649 4.62011 -4.30999
12 H -5.98779 4.33338 -5.41194
13 C -2.79714 -1.75391 -0.10764
14 C 3.22617 7.01968 -0.57088
15 C -5.72298 2.89401 -3.79198
16 H 2.91562 -9.07375 1.61884
17 C -5.35793 3.99352 -4.59961
18 C -4.49872 -1.39116 -2.26532
19 H 3.77026 9.09304 -0.34399
20 H 4.29486 -5.75240 2.75559
21 C 1.43141 1.54271 3.07722
22 C 2.88773 -4.48673 1.74263
23 C -4.93328 2.44156 -2.76255
24 C 2.31220 -3.12229 -2.27183
25 H 3.60285 -2.33003 -0.73847
26 H -2.36656 4.69665 -3.11046
27 C 0.61491 7.90302 -0.77708
28 H -5.16529 -1.23126 -3.10483
29 H -4.81243 0.66408 -0.21948
30 H 3.78216 -3.38713 3.37243
31 C 3.85473 4.60791 -0.69074
32 H 1.08420 -1.72631 3.46814
33 H 4.56073 -3.12403 1.81392
34 H -0.87236 -0.79862 2.61093
35 H 1.43510 9.87871 -0.53159
36 C -2.50996 -0.76509 -1.04424
37 C 1.38097 -0.75209 3.86335
38 C 0.87172 6.54480 -0.85889
39 C 3.60489 -3.11469 -1.49776
40 H -0.96807 0.89440 2.11822
41 C -4.58273 1.55471 3.03334
42 H -0.40560 8.25802 -0.85360
43 H -1.04700 -2.67541 -2.01909
44 H -5.28555 1.59046 -2.18910
45 Te 0.80176 -2.47699 0.38056
46 C 1.76993 -4.41456 0.88964
47 H 0.07366 5.82389 -0.99397
48 H 1.34203 -7.76518 0.42719
49 N 2.77119 1.56321 2.87753
50 H -2.12664 -1.89296 0.73205
51 C 2.18811 6.09230 -0.75821
52 H 2.46436 -0.72285 3.91506
53 H -3.17735 0.20710 -2.83388
54 H 4.00837 1.06120 1.28809
55 H 0.27692 -5.31938 -1.49280
56 C 0.01641 -5.64766 -0.48208
57 C 2.96436 8.38332 -0.48963
58 H -0.40071 -6.65367 -0.54776
59 H 3.02039 -2.35697 2.15543
60 C -4.44713 1.18835 0.65505
61 Si -2.56528 2.60667 -1.09994
62 C -1.24917 0.05285 -0.92752
63 N 0.84215 0.29743 3.00755
64 C -3.92580 -2.54882 -0.24075
65 C 1.21719 -3.37129 -4.43038
66 C -2.97644 2.75521 1.70207
67 C 3.59095 -3.26712 2.30262
68 O -1.43060 1.36298 -1.41900
69 C -0.08623 -2.88033 -2.47896
70 H 4.27148 0.07970 2.73023
71 H -2.16230 3.47055 1.65409
72 C -3.40095 2.11420 0.53420
73 C 1.78590 -6.84503 0.79897
74 C 3.50139 0.55576 2.11420
75 C 3.42892 -5.72579 2.09540
76 H 3.03092 3.37066 3.88016
77 C -4.78032 -2.37181 -1.32381
78 S 4.72299 6.14547 -0.47197
79 C 3.50304 -8.24362 2.01531
80 H 1.28964 -3.55634 -5.49547
81 H 4.52064 -8.34242 1.62726
82 H -5.66477 -2.98999 -1.42753
83 H 4.45068 -2.95155 -2.16853
84 C 2.36052 -3.36838 -3.64879
85 H -6.66342 2.38124 -3.98391
86 C -0.61164 0.22290 2.89562
87 C -3.54871 2.47875 2.94021
88 C -5.03305 0.91027 1.88469
89 C 2.89615 -6.91776 1.63040
90 H -3.77389 5.46403 -4.90875
91 S 4.77030 3.15234 -0.68116
92 H 4.52836 2.47352 3.48832
93 N -0.12797 -0.36578 -0.59027
94 H 3.32747 -3.54496 -4.10913
95 H -4.14458 -3.30066 0.50894
96 C -3.66643 3.07530 -2.42715
97 C -3.37266 -0.58772 -2.12445
98 H -1.65292 3.73972 -0.77143
99 C 1.65363 8.81925 -0.59473
100 Cs 1.80195 1.51155 -0.90859
101 H -0.92171 -3.10308 -4.43625
102 C -3.31019 4.18191 -3.28758
103 H -3.16728 2.97407 3.82600
104 H 2.82103 -0.19382 1.71858
105 H -0.75905 -4.96373 -0.13083
106 H 0.98220 -0.65384 4.88201
107 H -5.03278 1.33127 3.99558
108 H -5.83648 0.18440 1.94362

Properties
HOMO-LUMO gap (spin up / spin down) in eV: 2.20 / 5.84
2S+1: 2
Charge: -2
Energy above the lowest of the compared OMol25 structures with the same formula, charge and spin in kJ/mol: 7.4
HOMO (spin up / spin down) in eV: 1.16 / -2.47